{
  "formula": "C5H14N2O",
  "method": "the ωB97M-V functional and the def2-TZVPD basis",
  "species": ["N", "C", "N", "C", "C", "C", "C", "O", "H", "H", "H", "H", "H", "H", "H", "H", "H", "H", "H", "H", "H", "H"],
  "xyz": [[1.895, 2.563, -1.138], [0.488, 2.837, -1.247], [-0.414, 1.742, -0.848], [-0.093, 0.780, 0.191], [-0.273, -0.656, -0.274], [0.404, -1.687, 0.658], [-0.477, -2.545, 1.547], [-1.703, -2.978, 0.951], [2.135, 1.710, -1.624], [2.223, 2.554, -0.182], [0.302, 3.068, -2.286], [0.278, 3.735, -0.649], [-1.365, 2.065, -0.907], [-0.673, 0.981, 1.090], [0.960, 0.918, 0.418], [-1.316, -0.933, -0.334], [0.188, -0.755, -1.243], [1.164, -1.249, 1.323], [1.070, -2.346, 0.084], [0.036, -3.446, 1.907], [-0.771, -2.013, 2.451], [-1.622, -3.023, -0.013]],
  "smiles": "NCNCCCCO",
  "relative_energy_kj_mol": 215.93,
  "spin_multiplicity": 1,
  "e_homo_ev": -8.41,
  "e_tot_ha": -383.61846,
  "charge": 0,
  "lumo_energy_ev": 0.97
}

***

{
  "formula": "C5H14N2O",
  "method": "the ωB97M-V functional and the def2-TZVPD basis",
  "species": ["N", "C", "C", "C", "C", "C", "N", "H", "H", "H", "H", "H", "H", "H", "H", "H", "H", "H", "H", "O", "H", "H"],
  "xyz": [[1.769, -1.508, 0.682], [1.365, -0.631, -0.388], [0.884, 0.730, 0.128], [-0.161, 0.641, 1.257], [-1.390, 1.388, 0.728], [-1.204, 1.358, -0.788], [0.231, 1.431, -0.990], [2.528, -1.129, 1.221], [1.783, -2.479, 0.427], [0.530, -0.995, -0.977], [2.115, -0.448, -1.166], [1.722, 1.337, 0.476], [0.109, 1.072, 2.217], [-0.388, -0.407, 1.426], [-2.311, 0.938, 1.111], [-1.491, 2.424, 1.061], [-1.705, 2.148, -1.341], [-1.586, 0.380, -1.113], [0.619, 2.351, -1.121], [-1.298, -2.527, -0.447], [-1.101, -2.032, -1.253], [-1.886, -3.211, -0.793]],
  "smiles": "NC[C@@H]1CCCN1.O",
  "relative_energy_kj_mol": 167.99,
  "spin_multiplicity": 1,
  "e_homo_ev": -8.51,
  "e_tot_ha": -383.63672,
  "charge": 0,
  "lumo_energy_ev": 0.79
}

***

{
  "formula": "C5H14N2O",
  "method": "the ωB97M-V functional and the def2-TZVPD basis",
  "species": ["C", "C", "C", "C", "O", "H", "H", "H", "H", "H", "H", "H", "H", "N", "C", "N", "H", "H", "H", "H", "H", "H"],
  "xyz": [[0.880, -1.951, -0.975], [0.277, -0.572, -1.089], [0.750, 0.507, -0.319], [2.007, 0.451, 0.516], [0.661, 1.776, -0.903], [0.192, -2.701, -1.370], [1.832, -2.038, -1.511], [1.071, -2.238, 0.059], [-0.082, -0.315, -2.083], [2.890, 0.605, -0.110], [1.990, 1.244, 1.267], [2.118, -0.509, 1.025], [-0.218, 2.011, -1.216], [-1.889, -0.723, 0.451], [-1.513, 0.375, 1.192], [-2.141, 1.601, 0.808], [-1.306, -0.668, -0.581], [-1.790, -1.592, 0.964], [-1.496, 0.250, 2.280], [-0.279, 0.517, 0.810], [-1.544, 2.405, 0.952], [-2.413, 1.565, -0.167]],
  "smiles": "C/C=C(\\C)O.NCN",
  "relative_energy_kj_mol": 402.48,
  "spin_multiplicity": 1,
  "e_homo_ev": -7.74,
  "e_tot_ha": -383.54741,
  "charge": 0,
  "lumo_energy_ev": 0.85
}

***

{
  "formula": "C5H14N2O",
  "method": "the ωB97M-V functional and the def2-TZVPD basis",
  "species": ["N", "C", "C", "C", "O", "C", "N", "C", "H", "H", "H", "H", "H", "H", "H", "H", "H", "H", "H", "H", "H", "H"],
  "xyz": [[1.826, -0.240, 0.123], [0.501, -0.135, 0.554], [-0.227, 1.104, 0.022], [0.269, 2.382, 0.725], [2.351, 1.558, -1.590], [-0.307, -1.404, 0.120], [-1.575, -1.375, 0.686], [-2.456, -2.313, -0.007], [2.220, 0.587, -0.377], [2.159, -1.127, -0.215], [0.379, -0.199, 1.671], [-1.308, 0.963, -0.032], [-0.221, 2.599, 1.682], [1.354, 2.259, 0.770], [-0.002, 3.253, 0.121], [0.163, 1.207, -1.009], [-0.370, -1.381, -0.995], [0.291, -2.249, 0.515], [2.942, 2.070, -2.119], [-3.031, -1.780, -0.779], [-1.883, -3.001, -0.624], [-3.076, -2.778, 0.756]],
  "relative_energy_kj_mol": 824.67,
  "spin_multiplicity": 1,
  "e_homo_ev": -7.46,
  "e_tot_ha": -383.38661,
  "charge": 0,
  "lumo_energy_ev": -4.00
}

***

{
  "formula": "C5H14N2O",
  "method": "the ωB97M-V functional and the def2-TZVPD basis",
  "species": ["C", "C", "C", "N", "H", "H", "H", "H", "H", "H", "H", "H", "H", "C", "C", "O", "N", "H", "H", "H", "H", "H"],
  "xyz": [[-1.581, 0.044, -0.493], [-1.480, 1.468, -0.273], [-0.879, -0.900, 1.239], [-1.021, -0.461, -1.674], [-2.544, -0.407, -0.279], [-0.999, -1.470, -1.719], [-0.103, -0.082, -1.870], [-1.437, 2.077, -1.175], [-0.361, 1.691, 0.241], [-2.202, 1.853, 0.438], [0.018, -1.120, 1.800], [-1.296, -1.859, 0.932], [-1.555, -0.381, 1.915], [2.093, -1.401, -0.544], [1.099, 1.612, 0.864], [1.776, -0.021, -0.491], [1.392, 0.327, 0.811], [2.904, -1.643, 0.148], [1.216, -2.009, -0.296], [2.395, -1.602, -1.571], [1.530, 2.286, 0.126], [1.036, 2.000, 1.872]],
  "relative_energy_kj_mol": 677.21,
  "spin_multiplicity": 1,
  "e_homo_ev": -7.84,
  "e_tot_ha": -383.44277,
  "charge": 0,
  "lumo_energy_ev": 0.93
}

***

{
  "formula": "C5H14N2O",
  "method": "the ωB97M-V functional and the def2-TZVPD basis",
  "species": ["H", "N", "C", "C", "H", "H", "H", "H", "C", "C", "N", "C", "O", "H", "H", "H", "H", "H", "H", "H", "H", "H"],
  "xyz": [[-1.046, 2.373, 0.793], [-0.073, 2.524, 1.082], [0.723, 2.337, 0.085], [2.204, 2.461, 0.246], [0.337, 2.031, -0.901], [2.578, 1.605, 0.813], [2.446, 3.384, 0.779], [2.675, 2.470, -0.739], [-2.579, -1.707, 0.247], [-1.264, -0.945, 0.133], [-0.144, -1.859, -0.109], [1.149, -1.184, -0.062], [-0.319, -2.419, -1.442], [-2.515, -2.488, 1.012], [-3.385, -1.024, 0.531], [-2.856, -2.177, -0.702], [-1.341, -0.194, -0.663], [-1.103, -0.409, 1.075], [1.311, -0.735, 0.924], [1.235, -0.399, -0.821], [1.956, -1.905, -0.223], [0.012, -1.740, -2.058]],
  "smiles": "[H]/N=C/C.CCN(C)O",
  "relative_energy_kj_mol": 355.29,
  "spin_multiplicity": 1,
  "e_homo_ev": -9.30,
  "e_tot_ha": -383.56538,
  "charge": 0,
  "lumo_energy_ev": 0.78
}